Computed, not measured: a cluster of 2 separate species, C3H7Cl2P in total at a distorted geometry, with ωB97M-V/def2-TZVPD.

Last column: natural (NBO) charge in e.
Atoms and positions in Å:
H -1.4153 -1.4588 0.6957  0.23
H -0.5153 0.8089 1.0399  0.23
Cl 0.7631 -0.2992 -2.2044  0.00
P 2.4793 1.3733 0.0875  0.24
C -0.7079 0.3968 0.0478  -0.54
H -2.8238 -0.2421 0.1708  0.22
C 0.5614 -0.1671 -0.4488  -0.10
H -2.0899 -1.0515 -1.1163  0.23
Cl 1.1337 -1.6455 0.4693  -0.04
C -1.8284 -0.6745 -0.0312  -0.64
H 3.1850 0.2663 0.3147  -0.04
H -1.0092 1.2626 -0.5004  0.24
H 2.2674 1.4309 1.4754  -0.04

**E**: -1380.141558 Eh
**HOMO-LUMO gap**: 0.306 Ha
**Lowest unoccupied orbital energy**: -0.01446 Eh
**Energy relative to the best compared isomer or geometry (same formula, charge and spin)**: 169.83 kJ/mol

=====

Computed, not measured: a structure of composition C5H6F4MnO6SV at a distorted geometry, with ωB97M-V/def2-TZVPD.

Last column: natural (NBO) charge in e.
Atoms and positions in Å:
C -9.7374 13.2346 3.9173  0.75
O -12.7247 10.3430 7.8544  -0.71
O -12.0213 8.3860 6.3543  -0.23
C -12.3419 11.4534 8.2597  0.88
O -12.0396 11.6044 9.5182  -0.38
O -11.2300 14.8599 2.5520  -0.86
F -9.7591 12.2190 4.8184  -0.34
H -11.7680 14.6679 8.4444  0.26
F -13.0553 10.7491 5.0476  -0.78
C -11.4675 13.6192 8.4599  -0.44
H -12.7820 13.5021 10.1435  0.22
F -9.2398 12.8354 2.7565  -0.29
S -11.4921 13.8854 3.5710  2.29
H -10.4020 13.7086 8.2394  0.25
O -12.2719 12.6930 3.0862  -1.16
V -13.4436 9.0837 6.3051  1.81
O -11.9969 14.3508 4.8500  -0.94
H -13.0498 13.1726 7.0497  0.28
Mn -13.7516 11.4633 3.1528  1.78
C -12.1480 12.7007 7.4504  -0.56
H -11.1218 13.1593 10.5523  0.24
C -11.8778 13.0095 9.7841  -0.09
H -11.5363 12.5370 6.5665  0.29
F -9.0029 14.2057 4.4312  -0.28

**E**: -3537.529320 Eh
**Total charge**: +2
**<S²>**: 12.094
**HOMO-LUMO gap (alpha / beta)**: 0.199 / 0.218 Ha
**Lowest unoccupied orbital energy (alpha / beta)**: -0.40847 / -0.39023 Eh
**Multiplicity**: 7
**Energy relative to the best compared isomer or geometry (same formula, charge and spin)**: 0.00 kJ/mol

=====

Computed, not measured: a structure of composition C28H25N5O2S3SbSe4Tc at a distorted geometry, with ωB97M-V/def2-TZVPD.

Last column: natural (NBO) charge in e.
Atoms and positions in Å:
C 3.3783 4.3088 3.1459  -0.22
C 0.4818 -3.0005 0.7084  0.40
H 5.8373 0.9405 -2.5920  0.22
C 0.0973 -1.2071 4.1069  -0.68
H -5.8666 -3.0581 4.7309  0.20
Se 0.9357 3.3495 -4.9832  -0.90
N 1.0860 2.8691 0.7003  -0.55
H 0.0903 2.2220 3.1436  0.23
C -5.1870 0.2792 2.8877  0.06
N -0.5054 -0.4754 1.8970  -0.31
C 1.6758 -5.0568 1.2069  -0.19
N 2.8085 -0.0443 -0.4943  0.08
H -4.5617 -0.9449 1.2442  0.23
H 5.5766 1.7737 -0.2312  0.22
N -1.3850 0.3250 2.5932  -0.37
C 2.9145 -0.5084 -1.7542  0.02
C -4.9529 -0.9386 2.2552  -0.24
H 0.6220 -4.6601 -0.6147  0.22
Tc -0.3432 -0.3342 -0.1589  0.74
S -2.2132 1.0183 0.1081  -0.03
C -5.1997 -2.1328 2.9127  -0.19
H 2.0913 -1.1354 -2.0853  0.26
C 2.7796 3.9208 1.9603  -0.26
Se -0.9697 -0.2333 -6.2393  -0.78
C 2.7825 3.9330 4.3412  -0.26
C 4.9956 0.6433 -1.9861  -0.18
C -5.6652 0.2759 4.1932  -0.24
C 4.8516 1.1142 -0.6845  -0.23
H 2.6718 -5.1038 3.1258  0.20
Se 3.0035 0.3490 -5.4574  -0.89
H -0.5872 -1.9335 4.5522  0.23
C 1.6070 3.1853 4.3333  -0.21
H -5.5257 2.3488 2.3977  0.22
H 3.5302 1.0696 1.0538  0.24
H 4.0490 -0.5379 -3.5301  0.30
H 2.1194 3.7715 -2.2466  0.43
H 1.8270 -2.9657 3.8253  0.19
H -4.7425 1.3972 1.1238  0.25
H 0.6070 3.0870 -1.8312  0.45
C 0.8991 -4.3035 0.3679  -0.27
C -5.6833 -2.1257 4.2121  -0.23
H -4.9994 -3.0708 2.4102  0.21
C 4.0158 -0.1855 -2.5086  -0.21
H 4.2784 4.9104 3.1406  0.20
H -5.8250 1.2195 4.7022  0.20
Se -0.4652 0.6637 -2.3464  -0.55
H 2.0107 -6.0382 0.8943  0.20
C 1.5592 -3.3144 2.8389  -0.10
C 3.7521 0.7520 0.0449  0.00
H -6.2863 -0.9015 5.8688  0.20
C -2.1750 1.0119 1.8566  -0.08
O 1.7791 -0.3320 0.2668  -0.57
H 1.1397 2.9129 5.2723  0.20
C 1.8057 3.4223 -0.2365  0.32
C 1.0084 2.7975 3.1504  -0.26
Sb 0.5860 0.9095 -4.7763  1.04
H 3.2299 4.2296 5.2806  0.20
C 0.7537 -2.5018 2.0210  -0.23
C -5.9189 -0.9151 4.8498  -0.22
H 1.0777 -1.3712 4.5492  0.21
S -3.1812 2.1753 2.7414  0.24
C -4.8090 1.5512 2.2026  -0.57
H -0.2434 -0.2147 4.3829  0.26
S 3.2412 4.3122 0.3205  0.27
C 1.5941 3.1634 1.9398  0.22
N 1.5324 3.3658 -1.5287  -0.78
C 2.0340 -4.5443 2.4540  -0.31
C 0.1355 -1.3419 2.6132  0.35
O -0.2103 -2.3842 -0.1957  -0.63

**E**: -12627.674435 Eh
**Total charge**: -2
**HOMO-LUMO gap (alpha / beta)**: 0.169 / 0.169 Ha
**Lowest unoccupied orbital energy (alpha / beta)**: 0.13246 / 0.13238 Eh
**Energy relative to the best compared isomer or geometry (same formula, charge and spin)**: 0.00 kJ/mol